Computed, not measured: a structure of composition C45H52N7O5SV in a non-equilibrium geometry, with the ωB97M-V functional and the def2-TZVPD basis.

⟨S²⟩	2.0155
spin multiplicity	3
charge	+2
frontier orbital gap (alpha / beta)	7.48 / 8.08	eV
E_tot	-3847.277445	a.u.
LUMO energy (alpha / beta)	-4.94 / -4.36	eV
HOMO energy (alpha / beta)	-0.4566 / -0.4572	Eh

```
111
Properties=species:S:1:pos:R:3:forces:R:3
V 0.40441 0.06886 0.13194 0.139 1.648 1.005
C 1.18279 1.62795 4.10255 0.119 -0.034 -0.258
C 0.23461 0.92397 3.16764 -0.358 0.164 1.815
O 0.44075 0.86259 1.95696 0.138 0.180 -0.635
N -0.83997 0.39725 3.75939 0.185 0.125 -0.355
C -1.86618 -0.31834 3.02158 0.054 -0.286 -0.523
C -1.42937 -1.73662 2.74333 -0.422 -0.184 0.438
C -2.02265 -2.78943 3.42973 0.057 0.103 -0.164
C -1.54931 -4.07723 3.23968 0.216 0.102 -0.121
C -0.49308 -4.25945 2.36313 -0.150 0.055 0.110
C 0.02330 -3.15134 1.70522 0.060 -0.258 0.115
N -0.42608 -1.91331 1.87971 0.177 0.288 -0.260
H 1.97649 2.11910 3.54812 -0.018 0.002 -0.043
H 1.61759 0.91388 4.79854 0.037 -0.099 0.060
H 0.64878 2.37829 4.67685 -0.044 0.065 0.088
H -0.93288 0.45435 4.76309 0.171 0.094 -0.091
H -2.01274 0.19285 2.06923 -0.148 0.050 0.244
H -2.78504 -0.30092 3.60673 0.047 0.030 -0.116
H -2.84952 -2.60278 4.09704 -0.048 0.066 0.113
H -1.98408 -4.90651 3.77721 -0.035 -0.088 -0.005
H -0.09614 -5.24528 2.17813 0.117 -0.026 -0.062
H 0.84539 -3.27098 1.01459 0.054 -0.003 -0.048
C -2.65282 -4.96236 -0.20766 -0.350 -0.057 0.092
O -1.31879 -4.66440 -0.56596 0.512 -0.321 -0.409
C -0.77342 -5.32801 -1.63097 0.149 0.074 0.069
C -1.26420 -6.51504 -2.16134 -0.103 0.072 0.116
C -0.59427 -7.15795 -3.18794 0.034 0.049 -0.045
C 0.57227 -6.62735 -3.71229 0.034 -0.039 0.052
C 1.05226 -5.43091 -3.21816 -0.180 0.040 0.065
C 0.38249 -4.76731 -2.19893 -0.410 -0.257 -0.059
N 0.95169 -3.57160 -1.70909 0.294 0.365 0.422
C 0.33350 -2.41257 -1.38915 -0.765 -0.638 -0.691
N -0.97041 -2.31984 -1.66474 0.359 -0.371 -0.229
C -1.86149 -1.32247 -1.28983 -0.482 0.450 0.010
C -1.45769 -0.24529 -0.51501 -0.859 0.119 -0.023
C -2.43529 0.72315 -0.25127 -0.339 -0.371 -0.269
C -3.74205 0.60109 -0.69415 0.131 0.077 0.094
C -4.11796 -0.50156 -1.44892 0.219 -0.205 -0.063
C -3.18200 -1.46720 -1.76881 0.264 0.150 -0.024
O -3.44191 -2.59197 -2.51302 0.192 0.034 0.519
C -4.23753 -2.44003 -3.68003 -0.076 -0.036 -0.353
N 1.00865 -1.38337 -0.87990 0.623 -1.201 -0.584
C 2.41627 -1.47219 -0.97978 1.001 -0.225 -0.099
C 3.02333 -1.61330 -2.22877 0.057 0.122 0.289
C 4.39538 -1.75733 -2.34069 -0.054 -0.089 -0.059
C 5.17380 -1.79025 -1.19603 -0.130 0.096 -0.010
C 4.59046 -1.63142 0.05316 -0.046 0.076 0.224
C 3.21547 -1.45330 0.17517 -0.205 -0.111 -0.300
O 2.53698 -1.27435 1.34861 0.065 -0.020 -0.602
C 3.23533 -1.51418 2.55360 0.052 -0.006 0.303
H -2.96190 -4.16174 0.46281 -0.022 -0.075 0.025
H -2.72041 -5.92212 0.30840 -0.036 -0.007 -0.012
H -3.30122 -4.95723 -1.08614 -0.012 -0.035 0.031
H -2.16054 -6.95614 -1.75822 -0.105 -0.045 0.087
H -0.98425 -8.08643 -3.57246 -0.057 -0.103 -0.032
H 1.10714 -7.13911 -4.49503 0.030 -0.058 -0.105
H 1.95372 -4.99242 -3.61795 0.126 0.063 -0.087
H 1.96406 -3.55728 -1.68002 -0.214 0.052 0.081
H -1.41342 -3.10103 -2.13487 0.157 0.057 0.059
H -2.73593 2.46239 0.52372 0.209 0.019 -0.026
H -4.47914 1.35660 -0.45722 -0.048 0.077 0.054
H -5.14073 -0.59434 -1.77598 -0.089 -0.023 -0.060
H -4.58314 -3.43918 -3.93239 -0.031 0.059 -0.094
H -3.63148 -2.03761 -4.49828 -0.075 -0.019 0.069
H -5.09728 -1.79140 -3.51824 0.012 -0.074 0.037
H 2.39513 -1.62110 -3.11121 -0.002 0.042 -0.059
H 4.84483 -1.85969 -3.31489 0.081 -0.028 -0.102
H 6.24069 -1.93510 -1.27480 0.066 0.016 0.047
H 5.21998 -1.65513 0.92873 0.019 0.016 0.108
H 3.70358 -2.50114 2.53668 0.019 0.052 0.059
H 2.48380 -1.48510 3.34267 0.082 -0.009 -0.027
H 3.99107 -0.74393 2.73585 -0.011 -0.074 0.002
N 2.46736 1.69320 0.34635 -0.353 -0.366 0.134
C 3.42918 2.15780 -0.65137 0.208 0.001 -0.598
C 2.90633 1.86372 -2.05802 -0.062 0.076 0.339
C 1.45888 2.31132 -2.22102 0.823 0.197 -0.369
N 0.48466 1.34193 -1.68088 -0.341 -0.023 0.209
H 1.74602 2.40313 0.45985 0.211 0.055 0.303
H 2.92270 1.58133 1.24581 -0.181 0.082 0.020
H 4.38250 1.64274 -0.51263 -0.080 0.021 0.099
H 3.61952 3.23718 -0.55571 -0.015 -0.164 0.057
H 2.98335 0.79614 -2.25944 0.072 0.056 -0.086
H 3.53317 2.39072 -2.77680 -0.015 -0.029 -0.084
H 1.25338 2.46960 -3.28644 -0.107 0.045 0.193
H 1.31867 3.26550 -1.70927 -0.058 -0.144 -0.205
H 0.32262 0.62977 -2.39322 -0.184 0.158 0.154
H -0.39306 1.84733 -1.55515 -0.090 -0.152 -0.221
O -2.02958 1.80073 0.49867 -0.267 -0.193 0.095
S -0.38176 4.13381 -0.16048 -0.016 0.670 0.350
C -1.65433 5.37872 -0.33971 0.448 -0.392 -0.060
C -1.69208 6.09984 -1.52241 -0.014 0.011 -0.001
C -2.69484 7.03332 -1.71585 -0.058 0.046 -0.050
C -3.64337 7.24169 -0.72842 -0.028 0.029 -0.008
C -3.59962 6.50930 0.44736 -0.070 0.005 0.104
C -2.60970 5.56332 0.64393 -0.086 0.045 -0.006
C 0.62443 4.74212 1.19192 -0.299 -0.259 -0.637
C 1.83015 5.35763 0.89503 0.047 0.065 0.078
C 2.64770 5.78967 1.92398 0.119 -0.049 -0.019
C 2.25366 5.61418 3.23896 0.014 0.047 0.081
C 1.04558 5.00197 3.52742 -0.087 -0.010 0.067
C 0.23466 4.53931 2.50454 0.043 0.067 0.159
H -0.94114 5.92850 -2.27872 0.074 0.023 -0.051
H -2.72880 7.59879 -2.63489 -0.022 0.060 -0.053
H -4.42089 7.97397 -0.87328 -0.094 0.095 -0.025
H -4.34050 6.66702 1.21487 -0.113 0.059 0.071
H -2.57655 4.98190 1.55459 0.003 -0.006 0.082
H 2.11247 5.50889 -0.13455 0.035 0.050 -0.145
H 3.58937 6.26212 1.69828 0.131 0.112 -0.020
H 2.88295 5.96291 4.04142 0.087 0.065 0.107
H 0.73246 4.88870 4.55397 -0.018 -0.012 0.139
H -0.69521 4.03286 2.72164 -0.089 -0.015 0.001
```
Forces are in eV/Å.

Mulliken population analysis, charges in e, atoms 1 to 99: 2.475 -1.921 -0.046 0.593 0.047 -0.634 0.837 -1.039 -0.712 -1.053 -0.074 0.846 0.184 0.468 0.531 0.319 -0.773 0.814 0.550 0.450 0.503 0.057 -1.238 0.325 0.449 -0.969 -0.801 -0.845 -0.738 0.825 0.395 -0.410 0.106 -1.139 0.874 -0.033 -1.336 -0.785 1.143 -0.380 -0.969 1.096 -0.548 0.206 -0.994 -1.129 -0.388 -0.414 0.444 -1.412 0.240 0.325 0.490 0.500 0.448 0.423 0.502 0.275 0.540 0.169 0.535 0.477 0.228 0.320 0.380 0.537 0.540 0.460 0.544 0.498 0.265 0.391 0.104 -0.906 0.242 -0.594 -0.319 -0.875 0.229 0.538 0.357 -0.522 0.587 0.553 -0.005 0.469 -0.011 -0.293 -0.165 0.186 -0.444 -0.740 -0.494 -0.950 0.054 0.256 -0.213 -0.814 -0.587

***

Computed, not measured: a structure of composition C45H53AuN7OSe, with the ωB97M-V functional and the def2-TZVPD basis.

charge	+1
frontier orbital gap	6.97	eV
E_tot	-4742.035986	a.u.
LUMO energy	-3.55	eV
HOMO energy	-0.3867	Eh

```
108
Properties=species:S:1:pos:R:3:forces:R:3
Au 0.68380 -1.27590 1.14243 -0.020 -0.384 0.690
C 1.10024 1.22406 4.02133 -0.015 -0.032 0.001
C 0.75001 1.89868 2.69470 -0.046 -0.033 -0.026
C 1.55585 3.18527 2.51857 -0.029 -0.021 0.058
C -0.74771 2.10908 2.58828 0.017 0.125 0.033
C -1.37734 3.04300 3.40161 0.034 -0.019 -0.042
C -2.74710 3.23484 3.33870 -0.028 -0.012 -0.031
C -3.51241 2.44901 2.49453 0.022 0.041 0.091
C -2.93401 1.49312 1.66744 -0.094 -0.091 0.042
C -3.85150 0.54267 0.91393 0.160 -0.123 -0.008
C -4.63222 -0.32158 1.90755 0.010 0.023 0.011
C -4.79110 1.26749 -0.03792 -0.129 0.012 -0.071
C -1.53761 1.37789 1.69095 0.239 -0.132 -0.152
N -0.87093 0.48062 0.79584 -0.136 0.235 -0.833
C -1.10974 0.59977 -0.45529 0.083 -0.219 0.400
C -0.54435 -0.35299 -1.44509 0.343 -0.349 0.365
N 0.06468 -1.42448 -1.08410 -0.390 0.574 -0.256
C 0.43912 -2.33110 -2.12261 0.010 0.215 0.127
C 1.65792 -3.03014 -2.02889 0.083 -0.017 -0.025
C 2.12151 -3.68332 -3.16468 -0.051 -0.041 -0.017
C 1.39598 -3.69856 -4.34002 0.006 0.022 0.015
C 0.12901 -3.14907 -4.35263 -0.019 -0.019 0.023
C -0.40044 -2.49090 -3.24791 -0.049 -0.096 -0.044
C -1.90560 -2.19862 -3.35710 -0.033 -0.062 -0.021
C -2.73071 -2.30740 -2.07551 -0.063 -0.005 0.023
C -2.27622 -0.93818 -4.15612 0.032 0.024 0.022
C 2.48778 -3.21131 -0.76774 -0.028 0.039 -0.075
C 2.31345 -4.64789 -0.26791 0.042 -0.007 0.050
C 3.96426 -2.86831 -0.97960 0.014 0.013 -0.009
H 2.17345 1.03628 4.08342 0.042 -0.009 0.002
H 0.58057 0.26998 4.12708 -0.007 -0.013 0.000
H 0.82117 1.85314 4.86752 -0.011 0.023 0.029
H 1.04825 1.22122 1.89877 -0.065 0.084 0.075
H 1.42304 3.86370 3.36199 -0.025 0.030 0.020
H 1.26425 3.72876 1.62049 -0.037 0.072 -0.094
H 2.62034 2.95604 2.44655 0.009 -0.008 0.008
H -0.78516 3.63074 4.09113 0.014 0.020 0.013
H -3.22076 3.97800 3.96564 -0.011 0.006 0.015
H -4.58819 2.56207 2.49426 -0.044 0.012 0.002
H -3.24773 -0.14204 0.31572 -0.024 0.035 0.070
H -5.25232 0.29455 2.55892 -0.033 0.006 0.013
H -3.95843 -0.90121 2.53973 0.020 -0.005 0.022
H -5.28569 -1.01469 1.37810 -0.020 -0.030 -0.029
H -5.51297 1.87873 0.50466 -0.022 0.042 0.021
H -5.35394 0.54658 -0.63146 -0.042 -0.020 -0.009
H -4.24744 1.92083 -0.71687 0.056 0.050 -0.091
H -1.75853 1.38766 -0.84643 0.039 -0.066 0.032
H -0.70193 -0.11822 -2.49424 0.055 0.021 0.038
H 3.06748 -4.20488 -3.11910 0.045 0.002 -0.007
H 1.78679 -4.19085 -5.21925 0.008 -0.028 -0.024
H -0.49573 -3.26633 -5.22970 -0.010 -0.011 -0.023
H -2.24482 -3.04566 -3.95990 0.004 0.071 -0.027
H -2.61513 -1.46151 -1.39844 -0.035 -0.020 -0.035
H -2.49457 -3.21649 -1.52143 0.034 -0.002 0.026
H -3.78680 -2.34388 -2.34606 -0.021 -0.034 -0.010
H -2.46206 -0.08280 -3.50318 0.012 0.059 0.007
H -3.19331 -1.10509 -4.71846 -0.061 0.000 -0.001
H -1.49694 -0.66073 -4.86584 0.007 -0.020 -0.038
H 2.12178 -2.56292 0.02777 -0.018 0.106 -0.146
H 2.59789 -5.36642 -1.03713 0.020 -0.019 -0.020
H 1.27581 -4.84450 0.00542 -0.031 -0.006 0.006
H 2.94085 -4.82769 0.60687 -0.004 0.002 0.026
H 4.50025 -3.68140 -1.47038 0.004 -0.006 -0.052
H 4.45526 -2.69606 -0.02062 0.029 -0.036 0.033
H 4.08617 -1.97074 -1.58600 -0.006 0.048 0.026
C -4.72608 4.16120 -3.07474 0.036 0.038 0.032
C -3.28875 3.98668 -2.66561 -0.099 0.063 0.217
C -2.31650 3.64694 -3.59605 -0.011 -0.048 -0.097
C -0.99184 3.45631 -3.24274 -0.009 -0.119 -0.048
C -0.61205 3.61021 -1.91464 -0.058 0.012 -0.010
N 0.71054 3.35634 -1.48768 0.042 -0.019 0.440
C 1.80960 3.47632 -2.28764 0.245 -0.465 -0.293
O 1.77272 3.85107 -3.43396 0.230 0.301 -0.164
N 3.03218 3.09266 -1.71956 -0.017 0.103 0.238
C 3.29893 2.18513 -0.68975 -0.347 -0.228 0.057
C 4.47105 2.28691 0.05625 -0.069 0.215 -0.237
C 4.70532 1.38861 1.07021 0.256 0.014 0.164
C 3.77296 0.40770 1.34271 -0.244 -0.160 0.025
N 2.66593 0.25947 0.61830 0.012 0.311 -0.540
C 2.44223 1.11501 -0.39012 0.366 -0.005 0.249
C -1.56448 3.96581 -0.96550 -0.026 0.027 -0.079
C -2.88699 4.14849 -1.34000 0.042 -0.028 -0.172
H -4.80260 4.57998 -4.07719 0.007 0.007 -0.011
H -5.25227 4.82337 -2.38954 -0.022 0.019 0.019
H -5.25203 3.20527 -3.07913 -0.020 -0.056 0.008
H -2.59573 3.53512 -4.63619 -0.018 -0.009 -0.039
H -0.25466 3.20855 -3.99128 -0.093 0.014 0.025
H 0.86213 3.32386 -0.48977 -0.013 -0.021 -0.044
H 3.81864 3.48200 -2.21879 -0.061 -0.102 -0.016
H 5.17927 3.07693 -0.15736 0.012 0.036 0.002
H 5.60193 1.45988 1.66834 0.039 0.000 0.026
H 3.91112 -0.27245 2.17269 0.005 -0.070 0.003
H 1.55272 0.94739 -0.98467 0.050 0.024 0.038
H -1.27979 4.10525 0.06876 0.065 -0.004 0.145
H -3.61202 4.42850 -0.58708 -0.039 0.023 0.036
Se -0.58553 -3.00227 3.72445 0.059 -0.012 0.069
N 0.92248 -2.51821 2.89906 -0.094 -0.033 -0.262
C 1.90298 -3.28022 3.35361 0.104 0.156 -0.059
C 3.26735 -3.22132 2.93293 -0.071 0.007 -0.020
C 4.15497 -4.06475 3.50696 -0.007 -0.032 0.042
C 3.76306 -5.01202 4.51722 0.002 0.030 -0.043
C 2.48391 -5.10363 4.94094 -0.046 0.027 -0.023
C 1.50274 -4.23017 4.36458 -0.107 -0.010 0.069
N 0.22361 -4.22847 4.69204 0.075 -0.034 0.022
H 3.55494 -2.52409 2.15773 -0.017 0.033 -0.017
H 5.19241 -4.03623 3.20065 0.008 -0.014 -0.002
H 4.51679 -5.66462 4.93519 0.018 0.003 0.007
H 2.17329 -5.81246 5.69413 -0.019 -0.013 0.024
```
Forces are in eV/Å.

Mulliken population analysis, charges in e, atoms 1 to 99: 1.164 -1.702 2.429 -1.644 0.447 -0.131 -1.702 -0.194 0.248 1.406 -1.644 -1.705 0.237 0.067 -0.013 -1.094 0.207 0.131 -0.201 -0.630 -1.461 -0.804 0.390 0.224 -1.375 -1.406 4.348 -1.626 -1.842 0.415 0.295 0.358 -1.447 0.460 0.243 0.336 0.455 0.419 0.417 -0.475 0.334 0.363 0.449 0.348 0.459 0.162 0.307 0.848 0.402 0.393 0.500 0.896 0.062 0.362 0.528 0.264 0.423 0.326 -2.190 0.422 0.340 0.417 0.526 0.290 0.395 -1.578 1.040 -0.959 -0.576 0.520 0.257 0.147 -0.661 -0.002 -0.334 -0.534 -1.223 -0.509 0.796 -0.716 -0.331 -0.649 0.454 0.383 0.261 0.429 0.538 -0.219 0.319 0.455 0.432 0.462 1.133 0.356 0.320 0.370 -0.684 0.643 0.414